ORCA calculation (ωB97M-V/def2-TZVPD) on 2 unconnected molecules or ions with the total composition C4H10NO2 at a distorted geometry.

Its maximum force is 5.0 eV Å⁻¹. Its total energy is -363.4169 hartree. As for the molar mass: 104.13 g mol⁻¹. For the HOMO-LUMO gap, the calculation gives 0.2027 Eh. The energy above the lowest of the compared OMol25 structures with the same formula, charge and spin comes out at 193.0 kcal/mol. Its total charge is -1.

Geometry (Å):
C 0.42 0.78 -1.96
N 0.60 0.86 -0.57
C -0.47 0.28 0.06
C -0.82 -1.27 -0.02
O -1.28 -1.68 -1.18
C -0.46 0.61 1.69
O -1.09 -0.14 2.56
H 0.12 -0.15 -2.45
H 1.39 1.04 -2.47
H -0.24 1.56 -2.40
H -1.46 0.77 -0.16
H 2.20 -0.45 1.12
H -1.44 -1.57 0.88
H 0.07 -1.84 0.31
H 2.40 -1.15 0.96
H -0.60 1.71 1.81
H 0.67 0.64 1.83

The molecule's Löwdin atomic charges, reported in e, are given here: C -0.2051; N 0.0141; C -0.3582; C -0.3956; O -0.1361; C -0.4476; O -0.2275; H 0.0745; H 0.0653; H 0.0809; H 0.1355; H 0.0132; H 0.1299; H 0.0864; H 0.0329; H 0.0901; H 0.0473

---

ORCA calculation (ωB97M-V/def2-TZVPD) on 5 unconnected molecules or ions with the total composition C8H24O4 at a distorted geometry.

Its maximum force is 1.5 eV Å⁻¹. Its total energy is -619.7878 hartree. As for the molar mass: 184.28 g mol⁻¹. For the HOMO-LUMO gap (alpha / beta), the calculation gives 0.3713 / 0.2287 Eh. The energy above the lowest of the compared OMol25 structures with the same formula, charge and spin comes out at 0.0 kcal/mol. As for the spin multiplicity: 2. Its total charge is +1.

Geometry (Å):
C -1.28 2.56 2.06
C -0.79 2.73 0.62
C -1.40 1.80 -0.43
C -1.57 0.35 0.03
C -0.12 -0.32 0.18
C 0.35 -0.61 -1.16
C 0.53 -1.92 -1.60
C 1.12 -2.26 -2.91
H -1.12 1.57 2.47
H -2.30 2.93 2.16
H -0.67 3.23 2.66
H -1.09 3.72 0.25
H 0.30 2.80 0.55
H -2.38 2.10 -0.79
H -0.73 1.77 -1.29
H -1.99 0.12 1.01
H -2.21 -0.25 -0.65
H 0.49 0.38 0.76
H -0.10 -1.20 0.82
H 0.53 0.23 -1.83
H 0.21 -2.75 -0.98
H 0.38 -2.75 -3.55
H 2.03 -2.86 -2.83
H 1.35 -1.34 -3.43
H 2.83 1.60 1.23
H 2.25 0.41 0.69
O 3.01 0.99 0.51
H 0.94 0.41 3.04
H 1.44 -0.77 2.32
O 1.67 -0.23 3.08
H -3.00 -1.31 -2.31
H -2.07 -2.11 -1.45
O -3.00 -1.88 -1.53
H 2.16 -2.75 1.46
H 2.43 -2.20 0.06
O 1.78 -2.20 0.77

The molecule's Löwdin atomic charges, reported in e, are given here: C -0.0871; C -0.2449; C -0.1855; C -0.1120; C -0.1674; C 0.0331; C -0.0283; C -0.0190; H 0.0555; H 0.0873; H 0.0809; H 0.1156; H 0.1019; H 0.1237; H 0.1014; H 0.1304; H 0.0795; H 0.0875; H 0.1064; H 0.1480; H 0.1367; H 0.1187; H 0.1129; H 0.0966; H 0.0466; H -0.0356; O -0.0444; H 0.0327; H -0.0145; O -0.0299; H 0.0630; H 0.0064; O -0.0354; H 0.0973; H 0.0783; O -0.0364

---

ORCA calculation (ωB97M-V/def2-TZVPD) on a gas-phase ion, C3H10N3S (charge +1) at a distorted geometry.

Its SMILES is CN1CN(C)S[NH2+]1. Its maximum force is 4.6 eV Å⁻¹. Its total energy is -682.3842 hartree. As for the molar mass: 120.20 g mol⁻¹. For the HOMO-LUMO gap, the calculation gives 0.3204 Eh. The energy above the lowest of the compared OMol25 structures with the same formula, charge and spin comes out at 98.1 kcal/mol. Its total charge is +1.

Geometry (Å):
C 2.15 -0.39 0.34
N 0.88 -0.15 -0.27
C -0.07 0.44 0.85
N -1.43 0.08 0.51
C -2.27 0.95 -0.24
S -1.51 -1.54 0.31
N 0.29 -1.29 -0.68
H 2.38 0.40 1.10
H 2.10 -1.39 0.96
H 2.97 -0.45 -0.40
H 0.20 -0.28 1.72
H -0.09 1.50 0.91
H -3.20 0.55 -0.29
H -2.41 1.97 0.00
H -1.91 0.80 -1.30
H 0.05 -1.26 -1.65
H 0.95 -2.16 -0.52

The molecule's Löwdin atomic charges, reported in e, are given here: C -0.0896; N -0.2325; C -0.1507; N -0.5746; C -0.0923; S 1.0520; N -0.1192; H 0.1120; H 0.1300; H 0.1073; H 0.1479; H 0.1303; H 0.0480; H 0.0979; H 0.1174; H 0.1216; H 0.1947

---

ORCA calculation (ωB97M-V/def2-TZVPD) on 2 unconnected molecules or ions with the total composition C7H15NO at a distorted geometry.

Its SMILES is CC(C)=NO.C=C(C)C. Its maximum force is 4.5 eV Å⁻¹. Its total energy is -405.5660 hartree. As for the molar mass: 129.20 g mol⁻¹. For the HOMO-LUMO gap, the calculation gives 0.3560 Eh. The energy above the lowest of the compared OMol25 structures with the same formula, charge and spin comes out at 107.5 kcal/mol.

Geometry (Å):
C 2.65 -1.72 -0.38
C 1.61 -0.83 0.09
C 1.65 -0.38 1.54
N 0.63 -0.47 -0.60
O 0.58 -0.87 -1.90
H 3.55 -1.29 -0.49
H 2.52 -2.01 -1.41
H 2.79 -2.52 0.28
H 2.30 -1.03 2.10
H 2.00 0.54 1.87
H 0.75 -0.44 2.11
H -0.25 -0.58 -2.23
C -2.30 0.81 -1.49
C -1.74 0.88 -0.27
C -1.99 -0.10 0.95
C -1.03 2.09 0.08
H -2.01 1.44 -2.27
H -2.88 -0.07 -1.82
H -2.01 -0.96 0.35
H -2.81 0.21 1.53
H -1.04 -0.04 1.47
H -0.44 2.46 -0.78
H -1.91 2.83 0.25
H -0.62 2.05 1.01

The molecule's Löwdin atomic charges, reported in e, are given here: C -0.0233; C -0.3606; C -0.0192; N 0.0302; O -0.0130; H 0.0488; H 0.0851; H 0.0802; H 0.0722; H 0.0582; H 0.0508; H 0.0577; C -0.0111; C -0.4497; C -0.0186; C -0.0990; H 0.0344; H 0.0659; H 0.0600; H 0.0644; H 0.0322; H 0.1001; H 0.1256; H 0.0288

---

ORCA calculation (ωB97M-V/def2-TZVPD) on a molecular structure, C28H11AgF15GeN4O5S at a distorted geometry.

Its maximum force is 1.3 eV Å⁻¹. Its total energy is -5788.9903 hartree. As for the molar mass: 980.93 g mol⁻¹. For the HOMO-LUMO gap, the calculation gives 0.2728 Eh. The energy above the lowest of the compared OMol25 structures with the same formula, charge and spin comes out at 3.9 kcal/mol. Its total charge is -1.

Geometry (Å):
Ag 0.38 -0.21 -0.29
O -3.56 -1.98 -0.57
C -2.56 -1.11 -0.79
O -1.54 -1.44 -1.32
C -2.90 0.29 -0.34
O -1.78 1.09 -0.57
C -1.87 2.41 -0.09
C -0.41 2.97 0.05
O -0.23 4.16 -0.22
O 0.45 2.15 0.42
H -3.27 -2.87 -0.84
H -3.17 0.27 0.73
H -3.78 0.65 -0.91
H -2.32 2.43 0.91
H -2.47 3.03 -0.77
N 4.02 1.43 -0.40
C 4.64 0.41 0.27
C 3.85 -0.69 0.11
N 2.76 -0.37 -0.63
C 2.87 0.92 -0.92
C 1.91 1.58 -1.75
N 1.02 0.89 -2.44
C 0.26 1.81 -3.09
C 0.69 3.07 -2.79
N 1.77 2.92 -1.97
H 4.31 2.39 -0.41
H 5.56 0.55 0.80
H 4.01 -1.69 0.46
H -0.55 1.51 -3.73
H 0.32 4.03 -3.05
H 2.09 3.63 -1.34
F 1.73 -5.02 0.75
C 0.89 -5.61 1.61
C 0.56 -4.93 2.77
C -0.35 -5.53 3.62
F -0.72 -4.87 4.73
C -0.88 -6.78 3.36
F -1.77 -7.34 4.21
C -0.51 -7.46 2.21
F -1.02 -8.67 1.94
C 0.39 -6.87 1.32
F 0.75 -7.52 0.21
Ge 1.12 -2.99 2.90
S -0.16 -2.06 1.52
C 0.97 -2.61 4.90
C 0.25 -1.55 5.42
F -0.41 -0.74 4.59
C 0.18 -1.31 6.78
F -0.53 -0.27 7.26
C 0.85 -2.14 7.67
F 0.79 -1.91 8.99
C 1.57 -3.22 7.17
F 2.23 -4.04 8.02
C 1.62 -3.43 5.80
F 2.32 -4.48 5.34
C 3.16 -3.09 2.95
C 3.80 -1.88 3.16
F 3.03 -0.79 3.31
C 5.18 -1.76 3.26
F 5.76 -0.56 3.47
C 5.97 -2.89 3.14
F 7.31 -2.81 3.22
C 5.36 -4.13 2.94
F 6.11 -5.23 2.83
C 3.97 -4.21 2.86
F 3.44 -5.43 2.74

The molecule's Löwdin atomic charges, reported in e, are given here: Ag 0.6233; O 0.1080; C -0.5367; O 0.0347; C -0.1313; O -0.1984; C -0.1110; C -0.6992; O -0.0386; O -0.0722; H 0.1356; H 0.1464; H 0.1454; H 0.1248; H 0.1227; N 0.1208; C -0.0858; C -0.1340; N 0.0752; C -0.2960; C -0.3346; N 0.0838; C -0.1401; C -0.1012; N 0.1176; H 0.1561; H 0.1027; H 0.0992; H 0.0981; H 0.1103; H 0.1531; F 0.0822; C -0.2527; C -0.1539; C -0.2120; F 0.0871; C -0.1357; F 0.1018; C -0.1296; F 0.1076; C -0.1334; F 0.1067; Ge 0.5973; S 0.2216; C -0.1197; C -0.2297; F 0.0833; C -0.1331; F 0.1082; C -0.1304; F 0.1117; C -0.1351; F 0.1043; C -0.2303; F 0.0934; C -0.1095; C -0.2634; F 0.0866; C -0.1467; F 0.1021; C -0.1286; F 0.1135; C -0.1325; F 0.1083; C -0.2206; F 0.1026

---

ORCA calculation (ωB97M-V/def2-TZVPD) on a molecular structure, C35H34ClCrNOSi2 at a distorted geometry.

Its maximum force is 9.0 eV Å⁻¹. Its total energy is -3567.3628 hartree. As for the molar mass: 628.28 g mol⁻¹. For the HOMO-LUMO gap (alpha / beta), the calculation gives 0.1979 / 0.2369 Eh. The energy above the lowest of the compared OMol25 structures with the same formula, charge and spin comes out at 82.9 kcal/mol. As for the spin multiplicity: 4. Its total charge is +1.

Geometry (Å):
C 4.44 1.58 -1.01
C 3.77 0.31 -0.93
C 3.52 -0.14 -2.30
H 3.62 -0.30 -0.03
C 4.09 0.85 -3.17
C 4.62 1.90 -2.38
H 5.15 2.77 -2.76
H 4.86 2.12 -0.16
H 3.15 -1.13 -2.59
H 4.17 0.76 -4.26
Cr 1.85 1.26 -1.70
Si -1.38 1.55 2.11
C -1.42 0.15 3.33
C -2.64 -0.43 3.70
H -3.57 -0.04 3.29
C -2.65 -1.51 4.59
H -3.60 -1.97 4.87
C -1.45 -2.03 5.08
H -1.46 -2.89 5.75
C -0.23 -1.45 4.71
H 0.71 -1.86 5.07
C -0.22 -0.33 3.86
H 0.72 0.16 3.61
C -0.70 0.90 0.45
C 0.50 0.21 0.33
H 1.11 0.00 1.22
C 0.81 -0.54 -0.89
H 1.52 -1.36 -0.88
C 0.34 0.07 -2.22
H 0.67 -0.34 -3.18
C -0.90 0.84 -2.05
H -1.43 1.18 -2.93
C -1.50 0.90 -0.75
H -2.55 1.21 -0.67
H -0.32 2.43 2.61
Si -0.93 -0.92 -1.35
C -1.69 -2.00 -2.75
C -1.32 -3.35 -2.83
H -0.63 -3.78 -2.10
C -1.87 -4.16 -3.83
H -1.59 -5.22 -3.87
C -2.76 -3.62 -4.76
H -3.18 -4.25 -5.55
C -3.12 -2.27 -4.68
H -3.82 -1.85 -5.40
C -2.58 -1.46 -3.67
H -2.87 -0.41 -3.61
C -1.53 -2.10 0.06
C -0.64 -2.80 0.86
H 0.45 -2.70 0.73
C -1.12 -3.65 1.86
H -0.42 -4.19 2.49
C -2.49 -3.80 2.05
H -2.87 -4.47 2.82
C -3.39 -3.07 1.26
H -4.46 -3.15 1.43
C -2.90 -2.21 0.27
H -3.61 -1.65 -0.35
H -2.57 2.25 2.16
Cl 1.49 2.36 -3.60
O 2.09 2.27 2.89
C 2.81 2.35 1.66
C 2.14 3.39 0.81
C 2.09 4.69 1.32
C 1.34 5.65 0.65
C 0.62 5.27 -0.47
C 0.72 3.95 -0.92
N 1.56 3.05 -0.36
H 2.68 1.89 3.56
H 3.86 2.67 1.84
H 2.82 1.37 1.17
H 2.63 4.88 2.24
H 1.31 6.67 1.02
H -0.01 5.96 -1.03
H 0.15 3.60 -1.78

The molecule's Löwdin atomic charges, reported in e, are given here: C -0.0835; C -0.1921; C -0.1922; H 0.1152; C -0.1039; C -0.0879; H 0.1198; H 0.1123; H 0.1214; H 0.1232; Cr 0.4947; Si 0.7810; C -0.3293; C -0.1037; H 0.1025; C -0.0856; H 0.1103; C -0.0830; H 0.1097; C -0.0826; H 0.1059; C -0.1078; H 0.0800; C -0.2829; C -0.1488; H 0.1229; C -0.2423; H 0.1411; C -0.3519; H 0.1514; C -0.1407; H 0.1455; C -0.1614; H 0.1439; H -0.0126; Si 0.5540; C -0.2133; C -0.0837; H 0.1069; C -0.0663; H 0.1096; C -0.0699; H 0.1104; C -0.0720; H 0.1086; C -0.0863; H 0.0976; C -0.2271; C -0.0859; H 0.1018; C -0.0748; H 0.1096; C -0.0835; H 0.1111; C -0.0720; H 0.1099; C -0.0848; H 0.1109; H -0.0374; Cl 0.2143; O -0.0792; C -0.2027; C -0.2458; C 0.0085; C -0.0176; C -0.0249; C -0.1330; N 0.0567; H 0.1097; H 0.1327; H 0.0782; H 0.1337; H 0.1219; H 0.1194; H 0.0662